*P*
Formula: C5H13N3
Source: OMol25
Level of theory: ωB97M-V/def2-TZVPD

The charge is +2. The highest occupied orbital energy is -0.5416 hartree. The frontier orbital gap is 4.1 eV. The spin multiplicity is 1. Its LUMO energy is -10.6629 eV.

Each line ends with the natural charge from an NBO analysis.
Cartesian coordinates (Å):
N1 -2.29729 -0.10069 -0.59844  -0.585
N2 -1.36939 2.04236 -0.27593  -0.563
N3 -4.26179 -1.04363 0.41231  -0.622
C1 -1.22958 0.73881 -0.51908  0.457
C2 2.75716 -0.15618 0.14090  -0.158
C3 -3.13875 -0.30934 0.40332  0.407
C4 4.17323 0.20521 0.09400  -0.657
C5 2.43328 -1.43628 0.12948  -0.407
H1 -2.22685 2.37109 0.01114  0.428
H2 1.46706 -1.71744 0.42738  0.161
H3 2.02177 0.68483 0.14686  0.147
H4 -0.66495 2.81502 -0.26387  0.499
H5 -2.26923 -0.55189 -1.56721  0.500
H6 -2.78728 -0.07413 1.36727  0.255
H7 -4.84797 -1.08900 1.26292  0.484
H8 4.61382 0.83532 -0.92395  0.222
H9 -0.34882 0.37137 -1.00188  0.276
H10 -4.46981 -1.65041 -0.39175  0.459
H11 4.81875 -0.60684 -0.00981  0.235
H12 4.47896 0.89081 0.87593  0.238
H13 3.14769 -2.21900 0.28042  0.224


*Q*
Formula: C5H13N3
Source: OMol25
Level of theory: ωB97M-V/def2-TZVPD

The charge is +2. The highest occupied orbital energy is -0.7275 hartree. As for the SMILES: C[N+]1(C)CCNC1=[NH2+]. The frontier orbital gap is 10.4 eV. The spin multiplicity is 1. Its LUMO energy is -9.4061 eV.

Each line ends with the natural charge from an NBO analysis.
Cartesian coordinates (Å):
N1 -1.77272 -0.75425 1.18319  -0.645
N2 -1.26407 -0.60428 -1.26857  -0.487
N3 0.31891 0.23930 0.30272  -0.250
C1 0.46046 1.15627 1.43787  -0.425
C2 -0.93608 -0.48178 0.19916  0.721
C3 1.28155 -0.87940 0.52619  -0.351
C4 0.57201 0.86149 -0.98796  -0.245
C5 -0.17198 -0.10370 -1.97093  -0.252
H1 1.42340 -1.14614 -0.49286  0.233
H2 -0.53979 0.45996 -2.74849  0.268
H3 1.55295 1.50407 1.49901  0.290
H4 -0.06114 2.04653 1.19501  0.253
H5 -1.54358 -0.47739 2.08335  0.454
H6 0.06625 1.80799 -0.91919  0.247
H7 0.04878 0.74156 2.34050  0.234
H8 1.57108 1.13976 -1.39967  0.314
H9 -2.53559 -1.28384 0.83186  0.471
H10 -1.82370 -1.38290 -1.57708  0.462
H11 0.49682 -0.82180 -2.37367  0.232
H12 0.73192 -1.45962 1.13081  0.213
H13 2.12451 -0.56184 1.00876  0.263


Stability, descending: *Q*, *P*


*P*
Formula: C3H6N3
Source: OMol25
Level of theory: ωB97M-V/def2-TZVPD

The charge is +1. The highest occupied orbital energy is -0.5356 hartree. As for the SMILES: [H]/N=N\CC[N+]#C. The frontier orbital gap is 9.9 eV. The spin multiplicity is 1. Its LUMO energy is -4.6567 eV.

Each line ends with the natural charge from an NBO analysis.
Cartesian coordinates (Å):
N1 -1.89445 -1.09759 0.43379  -0.161
N2 1.67767 -0.13681 0.63481  -0.271
N3 -0.84005 -0.57909 0.21627  -0.070
C1 -0.35305 0.48505 -0.60820  -0.324
C2 1.13394 0.74834 -0.32933  -0.259
C3 1.02895 -0.91528 1.25275  0.391
H1 1.09286 1.76194 -0.01915  0.258
H2 -2.68093 -0.76031 -0.19385  0.330
H3 -0.87116 1.42048 -0.13640  0.259
H4 -0.58282 0.42242 -1.70852  0.270
H5 0.81414 -1.89704 1.79232  0.316
H6 1.47491 0.54788 -1.33448  0.259


*Q*
Formula: C3H6N3
Source: OMol25
Level of theory: ωB97M-V/def2-TZVPD

The charge is +1. The highest occupied orbital energy is -0.5053 hartree. The frontier orbital gap is 8.9 eV. The spin multiplicity is 1. Its LUMO energy is -4.8631 eV.

Each line ends with the natural charge from an NBO analysis.
Cartesian coordinates (Å):
N1 -1.86030 0.24378 0.05850  -0.438
N2 2.57741 0.62050 0.00451  -0.731
N3 0.50454 -0.53107 -0.01376  -0.601
C1 1.84391 -0.50053 0.09602  0.390
C2 -3.11229 0.07587 0.03049  0.049
C3 -0.77692 0.78666 -0.00909  0.350
H1 3.65076 0.57920 0.02280  0.453
H2 -3.55050 -0.16988 -0.94426  0.237
H3 0.09651 -1.37054 -0.23366  0.392
H4 2.12844 -1.44831 0.18178  0.216
H5 2.10719 1.51669 -0.18004  0.447
H6 -3.60875 0.19762 0.98670  0.236


*R*
Formula: C3H6N3
Source: OMol25
Level of theory: ωB97M-V/def2-TZVPD

The charge is +1. The highest occupied orbital energy is -0.5569 hartree. The frontier orbital gap is 10.1 eV. The spin multiplicity is 1. Its LUMO energy is -5.0118 eV.

Each line ends with the natural charge from an NBO analysis.
Cartesian coordinates (Å):
N1 2.30573 1.28523 -1.05336  -0.222
N2 -2.74027 -0.49869 -1.26530  -0.551
N3 1.57451 0.60392 -0.38605  0.125
C1 -1.68120 -0.19480 -0.96066  0.356
C2 0.24192 -0.35323 1.59287  -0.587
C3 0.70730 -0.06944 0.14861  0.015
H1 -0.30434 -0.18693 -0.36020  0.262
H2 -0.41908 -1.15370 1.53708  0.240
H3 3.07034 1.05778 -1.55784  0.399
H4 -0.26565 0.49924 1.83180  0.250
H5 1.09188 -0.59380 2.18091  0.255
H6 -3.58115 -0.39558 -1.70786  0.457


*S*
Formula: C3H6N3
Source: OMol25
Level of theory: ωB97M-V/def2-TZVPD

The charge is +1. The highest occupied orbital energy is -0.5541 hartree. As for the SMILES: [H]/N=C/N=C=[NH+]C. The frontier orbital gap is 10.6 eV. The spin multiplicity is 1. Its LUMO energy is -4.4551 eV.

Each line ends with the natural charge from an NBO analysis.
Cartesian coordinates (Å):
N1 -1.08520 -0.27481 0.10107  -0.289
N2 1.18144 0.25764 -0.54428  -0.558
N3 -3.03126 0.57433 -0.33399  -0.528
C1 -0.00439 0.05361 -0.18295  0.785
C2 2.40535 -0.07400 0.16712  -0.436
C3 -2.39264 -0.23760 0.39410  0.217
H1 -2.64528 -1.11214 0.99015  0.216
H2 2.56903 0.62116 1.01389  0.235
H3 -4.04643 0.44576 -0.49814  0.399
H4 1.38765 0.72429 -1.37817  0.459
H5 2.37742 -1.08250 0.67111  0.245
H6 3.28431 0.10424 -0.39991  0.255


Stability, descending: *S*, *Q*, *P*, *R*


*P*
Formula: C6H13N2S
Source: OMol25
Level of theory: ωB97M-V/def2-TZVPD

The charge is +1. The highest occupied orbital energy is -0.4425 hartree. The frontier orbital gap is 7.2 eV. The spin multiplicity is 1. Its LUMO energy is -4.8654 eV.

Each line ends with the natural charge from an NBO analysis.
Cartesian coordinates (Å):
S1 0.20110 1.45831 -1.00491  0.348
N1 -0.87991 -0.98541 0.42669  -0.317
N2 2.09212 -0.40947 -0.72105  -0.570
C1 1.55968 -1.66211 -1.34370  -0.441
C2 -3.14713 -0.13611 0.53388  -0.650
C3 -1.69247 -0.06858 0.25801  0.170
C4 1.43400 0.69844 1.38213  -0.698
C5 1.14827 0.40104 -0.01527  0.045
C6 -1.36837 1.35628 -0.18063  -0.576
H1 -1.34399 2.10245 0.48996  0.243
H2 2.41339 0.05694 -1.63513  0.461
H3 1.01288 -1.49870 -2.28222  0.250
H4 -1.96832 1.75344 -1.01165  0.264
H5 -3.70930 0.20627 -0.33685  0.245
H6 -3.39446 -1.18902 0.95472  0.261
H7 2.44329 1.34274 1.70888  0.250
H8 2.93091 -0.60670 -0.18976  0.443
H9 1.82085 -0.32098 1.71995  0.240
H10 0.63173 1.28758 1.79456  0.267
H11 -3.34362 0.60200 1.41944  0.247
H12 0.83614 -1.94643 -0.56321  0.275
H13 2.32320 -2.44198 -1.40385  0.242


*Q*
Formula: C6H13N2S
Source: OMol25
Level of theory: ωB97M-V/def2-TZVPD

The charge is +1. The highest occupied orbital energy is -0.4610 hartree. As for the SMILES: C=C(/N=C\CS)[NH+](C)C. The frontier orbital gap is 8.9 eV. The spin multiplicity is 1. Its LUMO energy is -3.6789 eV.

Each line ends with the natural charge from an NBO analysis.
Cartesian coordinates (Å):
S1 3.65184 -0.30873 2.09069  0.023
N1 -1.66390 -0.00141 -0.74211  -0.366
N2 0.29596 0.61489 0.43830  -0.518
C1 1.46460 0.68731 0.84832  0.235
C2 -2.24327 1.22443 -0.12210  -0.422
C3 0.57399 -0.13852 -1.87290  -0.398
C4 -0.14488 0.15533 -0.77625  0.284
C5 -1.98991 -1.16793 0.12830  -0.393
C6 2.71496 -0.01896 0.53304  -0.636
H1 -3.28396 1.30964 -0.12338  0.238
H2 -2.93455 -1.01810 0.47438  0.222
H3 -2.00936 -0.24697 -1.71878  0.451
H4 0.22452 -0.36962 -2.88013  0.239
H5 -1.93939 1.09309 0.88565  0.240
H6 1.70616 1.24638 1.78205  0.203
H7 2.72802 -1.09788 0.21116  0.263
H8 -1.38459 -1.17749 1.01453  0.241
H9 2.94512 -1.36210 2.48492  0.122
H10 3.30945 0.60251 -0.04004  0.258
H11 -1.99346 -2.00708 -0.43761  0.226
H12 1.65606 -0.20276 -1.72549  0.237
H13 -1.68341 2.18397 -0.45256  0.252


*R*
Formula: C6H13N2S
Source: OMol25
Level of theory: ωB97M-V/def2-TZVPD

The charge is +1. The highest occupied orbital energy (spin up / spin down) is -0.4765 / -0.4787 hartree. The frontier orbital gap (spin up / spin down) is 7.3 / 8.8 eV. The spin multiplicity is 1. Its LUMO energy (spin up / spin down) is -5.6583 / -4.2404 eV.

Each line ends with the natural charge from an NBO analysis.
Cartesian coordinates (Å):
S1 2.55468 0.71306 0.67066  0.441
N1 -0.37210 -0.85517 -0.12791  -0.207
N2 2.60753 -1.41421 -1.09841  -0.772
C1 -0.09343 1.49359 -0.02899  -0.403
C2 1.00400 1.73182 0.94616  -0.498
C3 2.11596 -0.34725 -0.52432  0.233
C4 -1.81674 0.36669 1.45649  -0.615
C5 -0.97066 -1.80668 -1.04551  -0.482
C6 -1.06813 0.29161 0.06637  -0.115
H1 -1.88642 0.33880 -0.76155  0.192
H2 2.35457 -1.99886 -1.89978  0.461
H3 -2.77479 -0.29318 1.52040  0.239
H4 -2.10470 1.35663 1.57058  0.220
H5 3.64708 -1.50601 -0.80615  0.421
H6 0.32973 1.45177 -1.03336  0.220
H7 -1.03918 -1.30506 -2.04568  0.213
H8 1.23633 2.81058 0.76017  0.267
H9 -1.90409 -2.05478 -0.65242  0.234
H10 0.61685 1.61351 2.02789  0.265
H11 -0.70810 2.29246 -0.00752  0.235
H12 -1.29774 -0.09755 2.33023  0.234
H13 -0.43065 -2.78177 -1.31736  0.218


Stability, descending: *Q*, *P*, *R*


*P*
Formula: C20H27N3O3S
Source: OMol25
Level of theory: ωB97M-V/def2-TZVPD

The charge is 0. The highest occupied orbital energy is -0.3260 hartree. As for the SMILES: CCOC(=O)CCCNC(=O)CN1CCC(c2nc3ccccc3s2)CC1. The frontier orbital gap is 9.3 eV. The spin multiplicity is 1. Its LUMO energy is 0.4504 eV.

Each line ends with the natural charge from an NBO analysis.
Cartesian coordinates (Å):
S1 -4.04064 -1.34516 -1.42716  0.325
O1 3.60119 4.78022 1.84707  -0.509
O2 2.20279 -2.08598 2.96575  -0.629
O3 4.09069 4.32287 3.98962  -0.604
N1 0.55460 -0.68664 0.12291  -0.466
N2 1.62130 0.03678 2.43462  -0.635
N3 -1.96456 -1.56462 -2.95603  -0.452
C1 2.57090 2.88918 2.77827  -0.511
C2 -0.30395 0.44563 -1.86531  -0.398
C3 -0.79538 -0.95854 0.59049  -0.232
C4 -5.00714 -3.53713 -2.91929  -0.246
C5 -1.72424 0.17375 0.16715  -0.395
C6 1.51057 -1.61152 0.70231  -0.308
C7 -2.42282 -0.86945 -1.99176  0.151
C8 4.44361 5.93569 1.87615  -0.077
C9 -2.82213 -2.54830 -3.35662  0.063
C10 3.51578 4.05732 2.96850  0.806
C11 -3.56884 -4.40041 -4.65824  -0.218
C12 1.81136 -1.26718 2.16170  0.669
C13 5.89814 5.56913 1.62107  -0.634
C14 -1.74155 0.29545 -1.36083  -0.281
C15 -2.59530 -3.46509 -4.37781  -0.186
C16 0.58668 -0.67274 -1.33134  -0.222
C17 -4.76110 -4.43673 -3.93829  -0.207
C18 2.97295 1.70036 3.65046  -0.399
C19 -4.03432 -2.59535 -2.63354  -0.135
C20 1.87828 0.63565 3.72036  -0.222
H1 -0.77702 -1.03795 1.68006  0.214
H2 0.95451 1.07753 4.11227  0.183
H3 -0.29032 0.42383 -2.95438  0.232
H4 1.26786 0.60564 1.67839  0.415
H5 6.26364 4.92739 2.41890  0.224
H6 5.99431 5.04570 0.67284  0.210
H7 3.88694 1.25148 3.25913  0.210
H8 -5.50601 -5.17987 -4.17944  0.216
H9 0.25551 -1.63346 -1.75535  0.188
H10 1.57591 3.23876 3.06956  0.228
H11 6.50119 6.47195 1.59169  0.217
H12 3.18167 2.06378 4.65753  0.230
H13 2.18953 -0.17687 4.38133  0.240
H14 2.54721 2.63347 1.71918  0.224
H15 -1.36301 1.11202 0.59145  0.212
H16 4.05655 6.58807 1.09079  0.188
H17 -1.66856 -3.42619 -4.92760  0.225
H18 -3.40696 -5.11790 -5.44850  0.216
H19 -2.31659 1.18972 -1.63572  0.235
H20 1.18623 -2.66242 0.64955  0.200
H21 -5.92902 -3.56249 -2.35946  0.219
H22 -2.73072 -0.01064 0.54622  0.216
H23 0.08536 1.40659 -1.52475  0.209
H24 4.34164 6.42224 2.85156  0.198
H25 -1.17095 -1.91582 0.18690  0.176
H26 1.61689 -0.49474 -1.65014  0.203
H27 2.45718 -1.53107 0.15914  0.222


*Q*
Formula: C20H27N3O3S
Source: OMol25
Level of theory: ωB97M-V/def2-TZVPD

The charge is 0. The highest occupied orbital energy is -0.2687 hartree. As for the SMILES: COc1ccc(N2CCN(CCNS(=O)(=O)c3ccc(C)cc3)CC2)cc1. The frontier orbital gap is 8.0 eV. The spin multiplicity is 1. Its LUMO energy is 0.6440 eV.

Each line ends with the natural charge from an NBO analysis.
Cartesian coordinates (Å):
S1 -4.62988 1.28267 0.68829  2.319
O1 6.32820 0.36039 -1.69607  -0.497
O2 -5.88537 0.94770 1.29852  -0.939
O3 -4.61297 2.22988 -0.39269  -0.944
N1 -0.82676 1.10681 1.10786  -0.452
N2 0.94174 -0.49492 -0.50937  -0.461
N3 -3.63913 1.79922 1.92241  -0.884
C1 -1.99777 -3.83975 -1.16349  -0.635
C2 -2.60310 2.76146 1.63742  -0.240
C3 3.26393 -0.29113 0.26307  -0.287
C4 -0.36960 1.56443 -0.19292  -0.245
C5 4.60916 -0.10620 -0.01500  -0.278
C6 -2.86669 -2.33597 0.65225  -0.171
C7 7.32932 0.30756 -0.71274  -0.250
C8 0.48649 -0.91711 0.79505  -0.228
C9 -0.05668 0.37105 -1.10218  -0.213
C10 -3.45216 -1.15676 1.07833  -0.178
C11 2.74026 0.00599 -2.04221  -0.258
C12 -3.83870 -0.21942 0.14299  -0.334
C13 4.07226 0.20262 -2.32125  -0.222
C14 5.03121 0.15224 -1.30973  0.268
C15 0.19125 0.26853 1.71830  -0.235
C16 -2.67228 -2.58483 -0.70376  -0.008
C17 -3.08092 -1.62805 -1.62778  -0.227
C18 -3.66382 -0.44466 -1.20684  -0.173
C19 -1.21442 2.20573 1.97287  -0.215
C20 2.29315 -0.23516 -0.73585  0.229
H1 -0.48338 3.03371 1.93066  0.171
H2 -2.75932 3.68656 2.20163  0.201
H3 1.21608 -1.59032 1.24517  0.209
H4 0.53905 2.19063 -0.09653  0.168
H5 7.18488 1.07749 0.05313  0.172
H6 2.03442 0.02093 -2.85798  0.211
H7 -4.13072 1.90332 2.79253  0.416
H8 -0.96987 -0.21292 -1.24531  0.209
H9 -2.43338 -4.19532 -2.09411  0.222
H10 -2.07474 -4.62276 -0.41373  0.218
H11 -2.55974 -3.07628 1.37715  0.207
H12 -2.68303 2.99553 0.57446  0.227
H13 -0.18849 -0.10151 2.67369  0.202
H14 5.31317 -0.16076 0.80102  0.215
H15 -0.44823 -1.46690 0.64555  0.212
H16 7.37252 -0.67625 -0.23271  0.173
H17 2.99044 -0.47750 1.28963  0.209
H18 0.28309 0.74042 -2.06771  0.208
H19 -2.93732 -1.81235 -2.68252  0.218
H20 -0.94018 -3.64215 -1.34247  0.230
H21 -1.24232 1.83190 2.99947  0.197
H22 -3.61223 -0.95325 2.12427  0.230
H23 1.12057 0.83712 1.90524  0.167
H24 -3.98118 0.31289 -1.90569  0.243
H25 4.40174 0.38892 -3.33127  0.221
H26 -1.15564 2.16338 -0.65462  0.206
H27 8.26710 0.49314 -1.23446  0.199


Stability, descending: *P*, *Q*